Entry 1:
The following is a DFT calculation (ωB97M-V with the def2-TZVPD basis set) of an isolated molecule of H3NOS in a non-equilibrium geometry.

Element x y z (Å)
N 0.362 -0.267 -0.250
O -1.721 0.779 -0.154
S -1.100 -0.821 0.041
H 0.720 -0.524 -1.131
H 1.019 -0.360 0.521
H -2.514 0.896 0.356

Calculated values
Energy relative to the best compared isomer or geometry (same formula, charge and spin)   0.1674 eV
Structure (SMILES)   NSO
Kohn-Sham gap   0.3381 hartree
Lowest unoccupied orbital energy   0.7356 eV

Listed below, in e, are the Mulliken charges computed for each atom: atom 1 (N): -0.42, atom 2 (O): -0.46, atom 3 (S): 0.09, atom 4 (H): 0.25, atom 5 (H): 0.25, atom 6 (H): 0.29

***

Entry 2:
The following is a DFT calculation (ωB97M-V with the def2-TZVPD basis set) of an isolated molecule of CH5N7 in a non-equilibrium geometry.

Element x y z (Å)
C -0.105 0.387 -0.243
H -2.579 0.379 0.924
H -2.930 0.142 -0.728
H 2.159 0.480 0.886
H 2.921 0.198 -0.865
H 0.942 1.956 0.487
N -2.530 -0.192 0.094
N -1.135 -0.519 -0.379
N -0.607 -1.863 -0.020
N 0.622 -1.933 0.145
N 1.016 -0.480 -0.326
N 2.331 -0.202 0.042
N -0.103 1.647 -0.017

Calculated values
Energy relative to the best compared isomer or geometry (same formula, charge and spin)   1.7806 eV
Structure (SMILES)   N=c1n(N)nnn1N
Kohn-Sham gap   0.3721 hartree
Lowest unoccupied orbital energy   0.6262 eV

Atomic partial charges in e from the Mulliken method, atoms 1 to 8: atom 1 (C): 0.36, atom 2 (H): 0.26, atom 3 (H): 0.25, atom 4 (H): 0.23, atom 5 (H): 0.28, atom 6 (H): 0.20, atom 7 (N): -0.50, atom 8 (N): 0.23

***

Entry 3:
The following is a DFT calculation (ωB97M-V with the def2-TZVPD basis set) of a structure of composition C35H25AuGeNO6S in a non-equilibrium geometry.

Element x y z (Å)
Au -0.946 -2.536 1.519
O -5.055 -6.843 -0.286
C -4.178 -5.895 0.070
C -4.122 -4.648 -0.551
C -3.228 -3.701 -0.080
N -2.404 -3.955 0.933
C -2.404 -5.156 1.496
C -3.271 -6.157 1.106
C -1.354 -5.350 2.603
O -1.314 -6.422 3.174
O -0.604 -4.354 2.813
C -3.143 -2.321 -0.688
O -3.791 -2.040 -1.681
O -2.337 -1.527 -0.085
H -5.655 -6.523 -0.974
H -4.750 -4.386 -1.390
H -3.240 -7.117 1.596
C 3.758 5.620 3.155
C 4.669 4.803 3.998
O 4.848 4.855 5.166
S 5.632 3.606 2.946
C 4.305 2.449 2.724
C 3.583 1.969 3.814
C 2.596 1.032 3.608
C 2.308 0.574 2.315
C 3.048 1.065 1.230
C 4.046 1.988 1.438
C 1.301 -0.389 2.102
C 0.442 -1.229 1.919
H 3.119 6.242 3.778
H 3.157 4.984 2.509
H 4.373 6.254 2.515
H 3.817 2.312 4.810
H 2.054 0.623 4.446
H 2.837 0.710 0.233
H 4.639 2.357 0.615
C -0.950 3.319 1.886
C -1.931 2.342 1.860
C -1.860 1.314 0.938
C -0.797 1.231 0.045
C 0.187 2.210 0.085
C 0.105 3.253 0.990
Ge -0.668 -0.291 -1.262
C 1.249 -0.215 -2.134
C 1.577 0.427 -3.312
C 2.861 0.303 -3.824
C 3.803 -0.476 -3.174
C 3.465 -1.144 -2.010
C 2.185 -1.014 -1.496
C -1.879 0.273 -2.812
C -2.743 1.342 -2.664
C -3.653 1.625 -3.671
C -3.691 0.853 -4.817
C -2.827 -0.220 -4.955
C -1.926 -0.516 -3.946
H -1.014 4.138 2.589
H -2.756 2.382 2.560
H -2.636 0.564 0.902
H 1.017 2.157 -0.606
H 0.863 4.024 0.988
H 0.845 1.033 -3.828
H 3.120 0.805 -4.744
H 4.802 -0.576 -3.577
H 4.186 -1.776 -1.512
H 1.907 -1.536 -0.588
H -2.710 1.953 -1.774
H -4.342 2.449 -3.549
H -4.399 1.080 -5.603
H -2.857 -0.834 -5.842
H -1.268 -1.371 -4.042

Calculated values
Spin multiplicity   2
Kohn-Sham gap (spin up / spin down)   0.2074 / 0.2012 hartree
Lowest unoccupied orbital energy (spin up / spin down)   -2.4379 / -2.5745 eV

Atomic partial charges in e from the Mulliken method, atoms 1 to 8: atom 1 (Au): 0.78, atom 2 (O): -0.53, atom 3 (C): 1.05, atom 4 (C): -0.14, atom 5 (C): 0.11, atom 6 (N): -0.48, atom 7 (C): 0.13, atom 8 (C): -0.50

***

Entry 4:
The following is a DFT calculation (ωB97M-V with the def2-TZVPD basis set) of a cluster of 3 separate species, C17H26ClN2O9PS3 in total in a non-equilibrium geometry.

Element x y z (Å)
C 1.100 -4.149 4.334
C 0.008 -4.790 3.248
C -1.609 -4.860 3.504
C -2.607 -5.494 2.366
C -1.982 -6.080 0.933
C -0.359 -5.996 0.666
C 0.650 -5.340 1.816
C 2.248 -5.291 1.425
P 2.797 -3.661 0.563
Cl 3.821 -3.122 2.361
N 3.367 -2.106 -0.186
C 4.738 -2.067 0.055
O 6.074 -2.249 0.045
N 1.324 -2.781 1.058
C 1.626 -1.510 1.498
S 1.822 0.006 2.250
C 1.875 -4.100 -1.079
O 0.848 -3.264 -1.400
O 2.181 -5.252 -1.942
H 1.133 -2.977 4.125
H 2.155 -4.629 4.177
H 0.782 -4.336 5.457
H -2.053 -4.431 4.519
H -3.762 -5.506 2.588
H -2.691 -6.517 0.097
H 0.072 -6.392 -0.356
H 2.413 -6.163 0.625
H 2.970 -5.545 2.316
H 4.013 -4.287 0.082
O 0.321 2.739 -0.251
S 1.619 2.682 -0.886
O 2.840 2.984 -0.167
O 1.581 3.571 -2.250
C 1.217 4.942 -2.157
C 2.322 5.775 -1.534
C 1.812 1.090 -1.645
H 0.277 5.054 -1.605
H 1.035 5.299 -3.177
H 2.493 5.490 -0.492
H 2.067 6.838 -1.551
H 3.266 5.625 -2.069
H 0.918 0.858 -2.225
H 1.944 0.355 -0.848
H 2.699 1.106 -2.281
O -3.533 6.026 0.022
S -3.204 4.767 -0.609
O -2.097 4.637 -1.536
O -4.544 4.157 -1.307
C -5.227 4.947 -2.271
C -4.463 5.015 -3.581
C -3.008 3.532 0.650
H -5.427 5.950 -1.876
H -6.198 4.472 -2.451
H -3.511 5.539 -3.458
H -5.040 5.549 -4.342
H -4.234 4.009 -3.947
H -3.853 3.586 1.339
H -2.077 3.743 1.181
H -2.949 2.550 0.177

Calculated values
Charge   -2
Kohn-Sham gap   0.1778 hartree
Lowest unoccupied orbital energy   3.3397 eV

Atomic partial charges in e from the Mulliken method, atoms 1 to 8: atom 1 (C): -0.81, atom 2 (C): 0.55, atom 3 (C): -0.48, atom 4 (C): -0.33, atom 5 (C): -0.49, atom 6 (C): -0.38, atom 7 (C): 0.37, atom 8 (C): -1.10

***

Entry 5:
The following is a DFT calculation (ωB97M-V with the def2-TZVPD basis set) of the ion C4H9N2O2 with charge -2 in a non-equilibrium geometry.

Element x y z (Å)
C -0.098 -0.122 1.086
N 0.997 -1.103 1.160
C 2.062 -0.695 0.206
O 2.544 0.474 0.401
O 2.275 -1.500 -0.803
C -0.844 0.107 -0.261
C 0.038 0.773 -1.260
N -2.116 1.213 0.408
H -0.903 -0.346 1.727
H 0.318 0.816 1.337
H 0.699 -2.049 1.009
H -1.026 -1.045 -0.565
H 0.336 1.716 -0.994
H 0.915 0.168 -1.414
H -0.459 0.777 -2.388
H -2.730 0.585 0.984
H -2.011 0.230 -0.632

Calculated values
Charge   -2
Energy relative to the best compared isomer or geometry (same formula, charge and spin)   5.2007 eV
Spin multiplicity   2
Kohn-Sham gap (spin up / spin down)   0.1075 / 0.2669 hartree
Lowest unoccupied orbital energy (spin up / spin down)   6.9104 / 6.8380 eV

Atomic partial charges in e from the Mulliken method, atoms 1 to 8: atom 1 (C): -1.07, atom 2 (N): -0.23, atom 3 (C): 0.46, atom 4 (O): -0.67, atom 5 (O): -0.77, atom 6 (C): -1.71, atom 7 (C): -1.50, atom 8 (N): -1.07

***

Entry 6:
The following is a DFT calculation (ωB97M-V with the def2-TZVPD basis set) of a structure of composition C25H44F4N6SiSm in a non-equilibrium geometry.

Element x y z (Å)
Sm -0.114 -0.055 -0.628
C -1.606 2.385 -2.303
N -0.971 1.129 -2.767
C 0.002 1.449 -3.819
C -2.015 0.221 -3.284
C -3.008 -0.145 -2.188
N -2.305 -0.634 -1.041
C -3.090 -1.174 -0.044
C -2.401 -1.878 0.953
F -1.032 -2.008 0.759
C -2.909 -2.483 2.067
F -2.074 -3.198 2.848
C -4.297 -2.417 2.284
C -5.037 -1.862 1.222
F -6.406 -1.942 1.359
C -4.494 -1.223 0.109
F -5.368 -0.683 -0.779
H -2.167 2.864 -3.138
H -0.857 3.052 -1.903
H -2.330 2.151 -1.515
H -0.515 2.070 -4.540
H 0.357 0.535 -4.293
H 0.863 2.045 -3.480
H -1.468 -0.690 -3.609
H -2.484 0.621 -4.184
H -3.719 -0.924 -2.538
H -3.685 0.697 -1.956
H -4.741 -2.933 3.141
C 0.437 0.319 3.099
Si 0.173 1.622 1.747
C -1.281 2.768 2.275
C -1.332 4.043 1.435
C -2.608 2.014 2.189
C -1.126 3.212 3.766
C 1.917 2.354 1.274
C 1.890 2.844 -0.162
C 2.916 1.186 1.394
C 2.433 3.502 2.132
H 1.026 0.686 3.965
H 0.925 -0.597 2.655
H -0.529 0.072 3.516
H -1.379 3.818 0.347
H -0.440 4.624 1.721
H -2.224 4.638 1.701
H -2.906 1.796 1.156
H -3.442 2.555 2.650
H -2.581 1.069 2.751
H -0.191 3.714 4.002
H -1.276 2.362 4.430
H -1.946 3.912 4.008
H 1.900 2.013 -0.860
H 2.797 3.404 -0.426
H 1.005 3.464 -0.348
H 2.613 0.356 0.726
H 2.989 0.859 2.439
H 3.917 1.475 1.091
H 1.835 4.419 2.052
H 3.498 3.745 1.853
H 2.482 3.222 3.192
C 0.919 -3.166 -1.576
N 1.822 -4.192 -2.121
C 2.467 -4.858 -0.972
N 3.222 -3.883 -0.182
C 2.289 -2.883 0.326
N 1.583 -2.134 -0.778
C 2.655 -1.542 -1.658
N 3.596 -2.544 -2.161
C 2.850 -3.523 -2.931
C 4.223 -3.202 -1.008
H 0.159 -3.700 -1.008
H 0.381 -2.670 -2.432
H 3.138 -5.664 -1.301
H 1.695 -5.259 -0.284
H 2.842 -2.187 0.970
H 1.531 -3.398 0.907
H 3.207 -0.803 -1.055
H 2.195 -1.031 -2.507
H 3.503 -4.342 -3.272
H 2.395 -3.034 -3.777
H 4.746 -2.475 -0.376
H 4.958 -3.953 -1.310

Calculated values
Charge   +1
Spin multiplicity   6
Kohn-Sham gap (spin up / spin down)   0.2391 / 0.2786 hartree
Lowest unoccupied orbital energy (spin up / spin down)   -3.7874 / -2.4860 eV

Atomic partial charges in e from the Mulliken method, atoms 1 to 8: atom 1 (Sm): 0.28, atom 2 (C): -1.02, atom 3 (N): 0.54, atom 4 (C): -1.16, atom 5 (C): -1.23, atom 6 (C): -0.95, atom 7 (N): 0.22, atom 8 (C): 0.37